[1]
Below is a cluster of 2 separate species, C3H10N2O2 in total at a distorted geometry, with properties calculated with ωB97M-V/def2-TZVPD.

Summary:
- Net charge: 0
- Spin multiplicity: 1
- ΔE to the lowest compared entry with this formula, charge and spin: 155.2 kcal per mole
- Gap between HOMO and LUMO: 8.701 eV

Last column: natural (NBO) charge in e.
Cartesian coordinates (Å):
C -0.722 -0.242 0.441  -0.07
C 0.483 1.056 -0.928  -0.18
C -2.080 -0.102 -0.223  -0.65
N 1.742 0.676 0.975  -0.17
N 1.697 0.714 -0.409  -0.44
O 2.367 -0.530 1.391  -0.58
O -0.122 -1.523 0.200  -0.76
H 1.723 -1.236 1.179  0.47
H -0.157 -1.700 -0.747  0.47
H 0.623 0.542 1.163  0.33
H 2.205 -0.044 -0.853  0.38
H -0.895 -0.240 1.524  0.18
H 0.083 1.993 -0.564  0.19
H 0.346 0.814 -1.975  0.20
H -2.493 0.885 -0.011  0.22
H -2.789 -0.854 0.143  0.20
H -2.010 -0.211 -1.307  0.19

[2]
Below is a cluster of 2 separate species, C10H25N2O3S in total, with properties calculated with ωB97M-V/def2-TZVPD.

Summary:
- Net charge: +1
- Spin multiplicity: 1
- ΔE to the lowest compared entry with this formula, charge and spin: 0.0 kcal per mole
- Gap between HOMO and LUMO: 9.350 eV

Last column: natural (NBO) charge in e.
Cartesian coordinates (Å):
C 5.317 0.367 -1.392  -0.64
C 4.756 1.612 -0.708  -0.22
N 3.332 1.584 -0.363  -0.64
C 2.394 1.261 -1.428  -0.06
C 1.860 -0.179 -1.361  -0.45
C 0.857 -0.420 -0.231  -0.23
N -0.018 0.791 -0.015  -0.52
C -0.136 1.620 -1.261  -0.22
C 1.213 2.283 -1.452  -0.44
H 4.721 0.053 -2.251  0.20
H 6.321 0.573 -1.766  0.23
H 5.393 -0.469 -0.694  0.21
H 5.295 1.768 0.227  0.21
H 4.945 2.501 -1.313  0.20
H 3.189 1.012 0.462  0.35
H 2.920 1.349 -2.380  0.23
H 2.691 -0.869 -1.211  0.25
H 1.398 -0.443 -2.313  0.23
H 1.349 -0.630 0.718  0.22
H 0.197 -1.255 -0.459  0.24
H 0.410 1.387 0.696  0.42
H -0.940 0.522 0.351  0.47
H -0.405 0.946 -2.071  0.22
H -0.945 2.335 -1.124  0.24
H 1.379 2.989 -0.636  0.23
H 1.203 2.856 -2.378  0.25
O -3.202 0.078 2.631  -0.93
S -2.910 -1.026 1.771  2.39
O -2.655 -0.733 0.378  -0.99
O -3.961 -2.165 1.948  -0.71
C -5.387 -1.817 1.897  -0.08
C -5.865 -1.550 0.491  -0.65
C -1.530 -1.930 2.392  -0.88
H -5.553 -0.971 2.563  0.21
H -5.869 -2.691 2.326  0.21
H -5.417 -0.647 0.076  0.22
H -6.946 -1.418 0.509  0.24
H -5.627 -2.387 -0.165  0.22
H -1.695 -2.137 3.445  0.27
H -0.648 -1.303 2.270  0.22
H -1.427 -2.850 1.821  0.26